C4H11NO | wB97M-V/def2-TZVPD

Output
Frontier orbital gap (alpha / beta) = 2.2 / 6.0 eV
DFT total energy = -288.8790 a.u.
2S+1 = 2
<S²> = 0.753
Strongest force on any atom = 0.0283 Eh/bohr
Charge = -1

```
17
Properties=species:S:1:pos:R:3:forces:R:3
C 0.093 1.294 -0.345 0.09 0.02 1.19
C -0.255 -0.180 -0.458 0.18 -0.54 -1.34
C 0.841 -0.925 -1.186 0.46 -0.12 -0.21
C 0.660 -2.288 -1.517 -0.74 0.34 0.46
N -1.013 2.091 0.131 -1.28 0.60 -0.27
H 0.964 1.386 0.318 0.16 0.06 -0.08
H 0.387 1.653 -1.328 0.01 -0.07 -0.14
H -0.468 -0.763 0.440 -0.23 0.63 0.45
H -1.213 -0.210 -1.009 0.13 -0.11 -0.20
H 1.849 -0.509 -1.117 -0.08 0.13 -0.03
H -0.302 -2.701 -1.203 0.13 -0.37 -0.25
H 1.413 -2.961 -1.899 0.14 0.04 -0.01
H -1.082 3.086 0.138 0.89 0.36 -0.44
H -1.661 1.775 0.813 0.11 -1.03 0.52
H 0.423 -0.453 2.157 -0.05 0.04 -0.16
H -0.290 -0.258 3.500 0.07 -0.01 -0.02
O -0.346 -0.036 2.566 0.01 0.03 0.52
```
Positions in Å, forces in eV/Å.

Results of the Mulliken charge analysis, in e, for atoms 1 through 4: -0.424 -0.435 -0.649 -0.815